1.
DFT (ωB97M-V/def2-TZVPD) results for the ion CF3N2 with charge +1 in a non-equilibrium geometry.

Results
ΔE to the lowest compared entry with this formula, charge and spin = 0.000 eV
Molecular weight = 97.02 g/mol
E_HOMO = -21.963 eV
Charge = +1
SMILES = N#[N+]C(F)(F)F
E = -12159.4305 eV
E_LUMO = -6.462 eV

The geometry in XYZ format:
```
6
Properties=species:S:1:pos:R:3:forces:R:3
N 1.952 0.730 0.666 -8.763 -3.367 -2.319
N 0.896 0.323 0.380 9.280 3.490 2.536
C -0.706 -0.294 -0.252 -2.029 2.670 -0.238
F -0.352 -1.285 -0.888 0.526 -1.373 -0.541
F -1.057 0.743 -0.950 0.566 -1.110 0.668
F -1.362 -0.437 0.819 0.419 -0.309 -0.106
```
Forces are in eV/Å.

2.
DFT (ωB97M-V/def2-TZVPD) results for the molecule C3H4N2O.

Results
ΔE to the lowest compared entry with this formula, charge and spin = 1.232 eV
Molecular weight = 84.08 g/mol
E_HOMO = -10.202 eV
Charge = 0
SMILES = CC(=O)N=C=N
E = -8202.6530 eV
E_LUMO = 0.746 eV

The geometry in XYZ format:
```
10
Properties=species:S:1:pos:R:3:forces:R:3
C 1.647 -0.210 -0.721 0.165 0.036 -0.110
C 0.272 0.271 -0.410 0.147 0.254 -0.332
O -0.291 1.183 -0.969 0.314 -0.156 -0.051
N -0.334 -0.447 0.639 -0.393 0.269 0.024
C -1.474 -0.064 0.905 -0.373 0.058 0.179
N -2.576 0.374 1.123 0.593 -0.540 0.262
H 2.248 -0.187 0.190 0.002 -0.015 -0.129
H 2.069 0.431 -1.491 0.116 -0.125 0.029
H 1.591 -1.248 -1.059 0.072 0.088 0.007
H -3.152 -0.102 1.793 -0.643 0.131 0.122
```
Forces are in eV/Å.

3.
DFT (ωB97M-V/def2-TZVPD) results for a cluster of 2 separate species, C3H9NO in total in a non-equilibrium geometry.

Results
ΔE to the lowest compared entry with this formula, charge and spin = 1.301 eV
Molecular weight = 75.11 g/mol
E_HOMO = -8.115 eV
Charge = 0
SMILES = C/C=C/N.O
E = -6793.7543 eV
E_LUMO = 0.996 eV

The geometry in XYZ format:
```
14
Properties=species:S:1:pos:R:3:forces:R:3
C -0.122 -1.861 -0.262 -1.404 -0.329 0.347
C -0.816 -0.525 -0.236 0.131 1.006 0.172
C -0.705 0.450 -1.141 0.735 -0.370 0.373
N -1.111 1.786 -0.994 -0.175 -0.206 -0.450
H 0.857 -1.913 -0.700 0.414 0.331 -0.353
H -0.065 -2.285 0.743 0.152 0.207 0.060
H -0.780 -2.553 -0.783 0.139 -0.384 -0.275
H -1.403 -0.249 0.637 0.035 -0.362 0.147
H -0.089 0.263 -2.017 -0.026 0.183 -0.052
H -1.068 2.282 -1.869 -0.135 0.137 0.023
H -1.991 1.965 -0.527 0.146 -0.217 0.046
O 2.310 0.239 2.167 0.479 -0.046 -0.002
H 1.383 0.377 2.350 -0.372 -0.010 -0.042
H 2.374 -0.628 1.755 -0.118 0.060 0.005
```
Forces are in eV/Å.

4.
DFT (ωB97M-V/def2-TZVPD) results for a cluster of 4 separate species, C2H14N2O3 in total in a non-equilibrium geometry.

Results
ΔE to the lowest compared entry with this formula, charge and spin = 2.016 eV
Molecular weight = 114.14 g/mol
E_HOMO = -8.998 eV
Charge = 0
SMILES = NCCN.O.O.O
E = -11422.4104 eV
E_LUMO = 0.656 eV

The geometry in XYZ format:
```
21
Properties=species:S:1:pos:R:3:forces:R:3
N 1.403 -2.014 -0.431 -0.179 0.585 1.847
C 0.238 -1.268 -0.950 -2.369 -3.182 -0.927
C 0.599 0.083 -1.512 0.154 1.052 -0.751
N -0.664 0.928 -1.650 2.258 -0.108 0.848
H 1.429 -3.047 -0.656 -0.343 1.947 0.885
H 1.443 -1.732 0.643 0.091 -1.714 -2.878
H -0.418 -1.916 -1.655 1.614 0.789 0.195
H -0.595 -1.259 -0.190 1.035 1.045 -0.028
H 1.102 0.168 -2.571 -0.345 -0.895 2.268
H 1.251 0.422 -0.696 0.062 0.881 -0.658
H -1.045 0.474 -2.423 -1.516 -0.602 -1.564
H -0.393 1.851 -1.998 -0.089 -0.225 0.319
O -1.784 1.140 0.710 -1.542 0.026 -0.625
H -1.371 0.769 -0.128 -0.714 0.802 0.141
H -2.519 1.729 0.409 1.040 -0.829 0.308
O 0.242 -1.096 2.493 0.032 -0.524 -0.536
H 0.389 -0.188 2.142 0.003 -0.436 1.546
H 0.359 -1.250 3.451 0.088 1.080 -0.974
O 0.305 1.765 1.868 2.460 4.136 0.610
H -0.479 1.622 1.326 -1.000 0.296 -0.183
H 0.506 2.819 1.820 -0.740 -4.123 0.158
```
Forces are in eV/Å.

5.
DFT (ωB97M-V/def2-TZVPD) results for a cluster of 2 separate species, C4H10NO3 in total in a non-equilibrium geometry.

Results
ΔE to the lowest compared entry with this formula, charge and spin = 1.588 eV
Molecular weight = 120.13 g/mol
E_HOMO = -3.901 eV
Charge = -1
E = -11943.8093 eV
E_LUMO = 3.999 eV

The geometry in XYZ format:
```
18
Properties=species:S:1:pos:R:3:forces:R:3
C -0.882 0.050 1.744 -0.687 -1.516 -1.253
C -0.069 1.110 1.011 1.479 -0.211 0.846
N 1.154 0.628 0.275 0.522 -0.213 0.005
C 1.353 -0.799 0.159 -0.869 -1.960 -0.332
C 0.468 -1.505 -0.938 0.140 -0.585 1.543
O 0.139 -0.807 -1.915 -0.113 0.126 -0.732
O 0.167 -2.689 -0.642 0.064 0.478 -0.710
H -1.923 0.012 1.428 -0.495 0.970 0.570
H -0.766 -0.120 2.817 0.051 0.633 -0.128
H -0.698 -0.924 1.301 0.670 -0.293 0.067
H -0.683 1.723 0.363 -0.154 -0.035 -0.200
H 0.365 1.744 1.793 -0.375 0.391 -0.125
H 1.170 0.964 -0.688 -0.414 -0.009 0.355
H 1.112 -1.428 1.023 -0.208 0.866 0.393
H 2.350 -1.237 -0.003 0.451 1.227 -0.362
H -1.084 0.302 -2.512 0.061 0.293 0.234
H -0.692 1.775 -2.588 -0.594 -0.508 -0.014
O -1.480 1.200 -2.626 0.472 0.345 -0.156
```
Forces are in eV/Å.

6.
DFT (ωB97M-V/def2-TZVPD) results for the molecule C22H28N4O5S2 in a non-equilibrium geometry.

Results
ΔE to the lowest compared entry with this formula, charge and spin = 0.070 eV
Molecular weight = 492.62 g/mol
E_HOMO = -8.377 eV
Charge = 0
SMILES = COCCN(CCNC(=O)c1ccc(NC2=N[C@H]3CS(=O)(=O)C[C@H]3S2)cc1)Cc1ccco1
E = -61135.9291 eV
E_LUMO = 0.369 eV

The geometry in XYZ format:
```
61
Properties=species:S:1:pos:R:3:forces:R:3
C 1.312 3.170 1.146 -0.032 0.086 -0.028
O 1.912 1.923 0.908 0.114 -0.177 0.018
C 2.623 1.873 -0.309 0.104 -0.254 -0.242
C 3.225 0.479 -0.496 -0.173 0.528 0.048
N 4.275 0.210 0.468 -0.071 0.041 0.071
C 4.280 -1.146 0.999 -0.247 -0.081 0.492
C 3.521 -1.203 2.336 0.245 -0.365 -0.189
N 2.164 -0.731 2.212 0.144 0.193 0.057
C 1.165 -1.563 1.828 -0.039 0.210 0.191
O 1.294 -2.771 1.738 0.022 -0.218 -0.176
C -0.124 -0.868 1.535 -0.216 -0.111 -0.100
C -0.953 -1.392 0.548 0.228 0.103 0.250
C -2.142 -0.775 0.213 -0.122 -0.028 -0.112
C -2.531 0.379 0.885 0.421 -0.222 0.061
N -3.708 1.064 0.589 0.122 0.529 0.559
C -4.677 0.718 -0.272 -1.002 0.351 -0.685
N -4.704 -0.262 -1.065 0.875 -0.392 0.200
C -5.895 -0.429 -1.828 0.122 0.276 -0.477
C -6.521 -1.767 -1.459 -0.457 0.398 0.525
S -7.585 -1.318 -0.058 -0.559 -0.299 -0.385
O -8.648 -2.264 0.121 -0.199 -0.107 -0.220
O -6.798 -0.966 1.086 0.331 0.241 0.023
C -8.184 0.188 -0.894 0.267 -0.662 0.335
C -6.921 0.734 -1.523 0.220 0.594 -0.120
S -6.072 1.846 -0.360 0.202 0.050 -0.083
C -1.719 0.892 1.896 -0.080 0.009 -0.051
C -0.526 0.277 2.216 -0.046 -0.111 -0.134
C 5.584 0.696 0.057 0.057 -0.292 -0.008
C 6.183 -0.064 -1.086 -0.329 0.759 -0.529
C 6.122 0.130 -2.437 0.043 0.030 0.627
C 6.811 -0.958 -3.029 0.224 -0.434 0.271
C 7.235 -1.733 -1.997 0.038 -0.029 -0.884
O 6.861 -1.204 -0.820 0.021 -0.037 0.495
H 2.061 3.971 1.181 -0.026 -0.017 0.020
H 0.809 3.100 2.107 -0.038 0.089 0.005
H 0.577 3.409 0.367 0.002 0.003 0.037
H 3.413 2.638 -0.306 -0.047 -0.014 -0.022
H 1.941 2.089 -1.146 0.062 0.013 0.065
H 3.591 0.399 -1.532 -0.099 -0.070 0.037
H 2.421 -0.247 -0.366 0.051 -0.004 -0.086
H 3.824 -1.858 0.300 0.098 -0.006 0.002
H 5.308 -1.467 1.176 -0.036 -0.037 -0.039
H 3.483 -2.239 2.682 0.052 0.113 0.071
H 4.032 -0.582 3.074 0.033 -0.067 -0.031
H 2.066 0.256 2.013 -0.124 -0.002 -0.041
H -0.646 -2.295 0.043 0.020 -0.084 -0.034
H -2.780 -1.174 -0.557 0.054 -0.034 -0.006
H -3.903 1.870 1.166 0.050 -0.175 -0.103
H -5.625 -0.414 -2.892 -0.176 -0.044 0.155
H -7.169 -2.174 -2.228 -0.128 -0.061 -0.061
H -5.768 -2.485 -1.156 -0.031 -0.071 0.098
H -8.918 -0.139 -1.625 -0.074 -0.062 -0.072
H -8.635 0.869 -0.180 -0.076 -0.118 0.118
H -7.137 1.310 -2.425 -0.021 -0.158 0.104
H -2.033 1.776 2.434 -0.035 0.091 0.075
H 0.082 0.672 3.014 0.069 0.064 0.071
H 6.248 0.632 0.922 0.029 0.138 -0.072
H 5.484 1.745 -0.228 0.126 -0.043 0.017
H 5.662 0.952 -2.947 -0.116 0.207 -0.020
H 6.965 -1.132 -4.074 0.081 -0.113 -0.196
H 7.792 -2.649 -1.967 0.074 -0.121 0.105
```
Forces are in eV/Å.

7.
DFT (ωB97M-V/def2-TZVPD) results for a structure of composition C38H49Br2GeO4V.

Results
ΔE to the lowest compared entry with this formula, charge and spin = 0.000 eV
Molecular weight = 853.17 g/mol
E_HOMO (spin up / spin down) = -13.836 / -13.816 eV
Charge = +2
E = -270663.4180 eV
E_LUMO (spin up / spin down) = -7.114 / -7.420 eV

The geometry in XYZ format:
```
95
Properties=species:S:1:pos:R:3:forces:R:3
V 1.266 -0.783 0.652 -0.399 -0.315 -0.534
C 2.165 -3.843 -1.773 -0.029 0.007 0.005
O 2.379 -3.079 -0.585 0.004 0.023 0.017
C 3.236 -3.720 0.336 -0.025 0.022 0.051
C 3.765 -2.637 1.240 0.039 -0.008 -0.110
O 2.648 -1.894 1.811 -0.328 0.090 -0.094
C 2.229 -2.306 3.136 0.086 -0.016 0.113
C 0.761 -2.588 3.075 -0.121 0.034 -0.156
O 0.158 -1.525 2.301 0.058 0.020 -0.009
C -1.282 -1.538 2.470 0.038 -0.014 -0.057
H 3.118 -4.045 -2.266 -0.003 0.008 -0.002
H 1.664 -4.787 -1.547 -0.004 0.000 0.009
H 1.533 -3.252 -2.430 -0.018 0.009 0.002
H 2.698 -4.496 0.896 -0.008 -0.003 -0.009
H 4.081 -4.196 -0.172 0.017 0.009 0.010
H 4.375 -3.028 2.052 -0.008 0.006 0.009
H 4.341 -1.918 0.665 0.014 0.026 0.006
H 2.773 -3.201 3.432 0.009 0.004 0.000
H 2.455 -1.492 3.821 0.045 -0.012 -0.001
H 0.538 -3.528 2.563 -0.010 -0.024 0.050
H 0.317 -2.589 4.071 0.056 -0.022 0.028
H -1.523 -1.126 3.447 -0.014 0.010 -0.001
H -1.713 -0.944 1.678 -0.065 0.051 -0.012
H -1.635 -2.564 2.380 -0.019 0.010 0.040
C -4.190 -0.431 -5.225 0.002 -0.001 0.003
C -4.558 -0.753 -3.769 -0.013 0.004 -0.005
C -5.590 0.266 -3.259 0.003 -0.002 -0.007
C -5.180 -2.148 -3.719 0.009 0.002 0.008
C -3.307 -0.652 -2.903 0.000 0.014 0.004
C -2.818 -1.724 -2.164 -0.008 -0.043 0.007
C -1.695 -1.550 -1.386 -0.088 0.049 -0.073
Br -1.020 -3.061 -0.475 0.116 -0.126 0.076
C -1.025 -0.324 -1.301 -0.105 0.002 -0.087
O 0.029 -0.277 -0.423 0.624 -0.125 0.423
C -1.446 0.762 -2.090 0.000 -0.002 0.013
C -2.595 0.539 -2.848 -0.015 -0.015 0.004
C -0.777 2.132 -2.292 0.021 0.021 -0.022
C 0.501 2.360 -1.494 0.016 -0.028 -0.029
C -0.400 2.251 -3.781 0.012 0.017 -0.003
C -1.764 3.252 -1.925 0.005 -0.007 0.002
H -5.076 -0.517 -5.855 0.000 0.001 0.001
H -3.438 -1.127 -5.602 -0.004 0.001 -0.003
H -3.805 0.583 -5.337 0.002 -0.002 0.000
H -6.493 0.210 -3.868 0.002 -0.001 0.000
H -5.215 1.288 -3.317 0.000 -0.001 0.002
H -5.865 0.059 -2.224 -0.002 0.001 -0.001
H -6.070 -2.166 -4.348 -0.001 -0.002 0.001
H -5.490 -2.421 -2.708 0.003 0.000 -0.001
H -4.498 -2.912 -4.098 -0.003 0.000 0.001
H -3.296 -2.691 -2.192 0.006 0.001 0.003
H -2.950 1.361 -3.453 0.001 0.000 0.006
H 1.276 1.637 -1.744 -0.055 0.075 0.015
H 0.309 2.336 -0.426 -0.009 0.001 0.063
H 0.889 3.351 -1.732 -0.002 -0.007 -0.007
H 0.302 1.465 -4.070 -0.003 -0.001 -0.006
H 0.080 3.215 -3.955 0.001 -0.006 0.000
H -1.265 2.189 -4.439 0.008 -0.004 0.006
H -2.061 3.189 -0.878 0.014 0.007 -0.016
H -2.663 3.229 -2.539 -0.009 0.001 0.011
H -1.284 4.219 -2.084 -0.005 0.002 -0.007
Ge 1.182 1.554 2.001 0.094 0.010 -0.138
C 1.703 0.944 3.758 0.100 0.064 -0.034
C 3.037 1.027 4.163 -0.037 -0.029 0.013
C 3.417 0.591 5.425 -0.003 -0.008 0.009
C 2.464 0.076 6.294 0.015 0.007 0.019
C 1.127 0.025 5.916 -0.019 0.013 -0.020
C 0.749 0.462 4.655 -0.021 0.016 0.021
C -0.584 2.347 1.954 0.039 -0.012 0.078
C -1.787 1.815 1.505 -0.007 0.056 -0.057
C -2.967 2.533 1.642 -0.004 0.008 -0.004
C -2.952 3.796 2.216 -0.013 -0.020 0.002
C -1.753 4.348 2.642 0.022 0.009 -0.003
C -0.573 3.629 2.512 -0.033 -0.027 0.051
H 2.240 2.460 1.386 -0.009 0.083 0.044
H 3.786 1.456 3.508 0.016 0.013 0.001
H 4.450 0.670 5.738 0.000 -0.002 -0.003
H 2.758 -0.258 7.281 0.001 -0.002 -0.004
H 0.381 -0.333 6.613 0.001 0.004 0.004
H -0.301 0.462 4.383 0.004 -0.001 -0.008
H -1.820 0.869 0.987 0.028 -0.075 0.015
H -3.896 2.109 1.283 -0.004 0.007 -0.001
H -3.872 4.356 2.319 0.000 -0.003 -0.001
H -1.731 5.340 3.073 -0.003 -0.002 0.000
H 0.353 4.081 2.850 0.004 0.000 0.014
Br 6.685 0.680 -2.663 -0.034 -0.006 0.026
C 5.136 0.449 -1.635 0.035 0.001 -0.026
C 5.164 0.753 -0.272 -0.005 -0.021 -0.026
C 4.024 0.584 0.482 0.053 -0.065 0.023
C 2.833 0.128 -0.098 0.070 0.318 0.264
C 2.826 -0.160 -1.470 -0.153 -0.097 -0.004
C 3.976 -0.017 -2.233 0.027 -0.014 -0.003
H 6.078 1.113 0.180 -0.002 -0.001 0.007
H 4.076 0.784 1.543 -0.022 0.035 0.014
H 1.926 -0.493 -1.976 0.027 0.000 -0.010
H 3.961 -0.239 -3.291 -0.004 0.001 0.001
```
Forces are in eV/Å.

8.
DFT (ωB97M-V/def2-TZVPD) results for a cluster of 3 separate species, C13H20BrClNO8 in total in a non-equilibrium geometry.

Results
Molecular weight = 433.66 g/mol
E_HOMO = -5.257 eV
Charge = -1
E = -114243.8993 eV
E_LUMO = 2.746 eV

The geometry in XYZ format:
```
44
Properties=species:S:1:pos:R:3:forces:R:3
N 1.938 0.589 -2.398 0.382 -0.119 0.482
C 1.607 0.853 -1.026 0.054 0.746 -1.057
Cl 1.353 -0.732 -0.111 0.024 -0.491 0.294
C 2.712 1.699 -0.392 0.009 -0.080 0.365
C 3.100 1.384 1.049 0.436 0.316 0.017
C 4.028 0.175 1.187 -0.723 -0.211 0.062
Br 5.715 0.605 2.064 0.193 0.004 -0.004
C 0.201 1.550 -0.974 -0.447 -0.496 0.065
O 0.092 2.478 -0.147 0.024 0.117 -0.021
O -0.650 1.064 -1.742 0.084 0.048 0.131
H 2.919 0.352 -2.472 0.003 -0.194 -0.035
H 1.403 -0.194 -2.748 -0.310 0.228 -0.217
H 2.364 2.726 -0.418 -0.150 0.064 -0.087
H 3.617 1.658 -1.000 0.067 -0.150 -0.123
H 2.227 1.267 1.684 -0.189 -0.079 -0.055
H 3.630 2.255 1.433 0.002 0.094 0.028
H 3.569 -0.595 1.795 0.116 -0.080 0.125
H 4.258 -0.279 0.232 0.256 0.066 -0.099
C -1.719 3.007 2.293 0.120 -0.064 -0.193
C -2.412 1.694 2.592 0.016 0.163 0.022
C -3.837 1.802 3.085 -0.079 -0.086 -0.008
O -3.989 0.620 3.887 -0.067 0.108 -0.035
C -2.756 0.274 4.337 0.087 0.079 -0.051
O -2.560 -0.544 5.179 -0.010 -0.068 0.056
O -1.806 0.990 3.712 -0.021 -0.048 -0.064
H -1.128 2.910 1.377 0.069 0.082 0.114
H -2.449 3.804 2.137 -0.047 -0.023 0.077
H -1.059 3.289 3.112 -0.081 -0.007 0.080
H -2.354 1.028 1.729 0.010 -0.042 0.023
H -4.570 1.806 2.283 -0.037 -0.103 0.026
H -3.986 2.676 3.725 0.053 0.032 -0.012
C -2.181 -2.354 -3.197 -0.035 -0.007 -0.195
C -0.976 -3.277 -3.159 -0.223 0.182 0.118
C -0.600 -3.792 -1.785 0.020 0.021 0.135
O 0.816 -3.984 -1.903 -0.067 -0.032 -0.058
C 1.265 -3.122 -2.846 -0.093 0.177 0.227
O 2.407 -2.861 -3.039 0.165 -0.099 -0.136
O 0.229 -2.581 -3.524 0.131 -0.086 -0.157
H -2.798 -2.547 -4.074 0.034 0.019 -0.025
H -2.807 -2.491 -2.316 0.037 0.018 0.044
H -1.856 -1.315 -3.232 0.066 0.042 0.194
H -1.089 -4.109 -3.860 0.024 -0.037 0.022
H -1.087 -4.728 -1.525 0.123 -0.070 -0.020
H -0.783 -3.048 -1.006 -0.025 0.063 -0.055
```
Forces are in eV/Å.

What is the formula in the seventh record?
C38H49Br2GeO4V

The highest charge belongs to which entry?
C38H49Br2GeO4V